Entry 1:
82
Properties=species:S:1:pos:R:3 method="wB97M-V/def2-TZVPD" spin_multiplicity=4 lumo_energy_ev="2.88 / 2.88" s_squared=3.79 energy_ha=-7477.30662 charge=-2
Tc 0.96657 -0.13921 -0.30642
O -0.34785 -0.20000 -3.94852
As 0.39433 -1.67407 -3.28624
O -0.40205 -2.93700 -3.94044
O 0.41747 -1.64303 -1.61486
C 2.18333 -1.61527 -4.04506
C 2.40629 -2.44850 -5.13274
C 3.67987 -2.56699 -5.66728
C 4.74218 -1.87072 -5.10327
C 4.53306 -1.04600 -4.01173
C 3.25516 -0.91903 -3.48881
S 3.03499 0.13336 -2.07739
O 1.69284 0.75615 -2.16355
O 4.12019 1.07631 -2.11010
O 3.04500 -0.73936 -0.88294
H -1.29923 -0.31988 -3.81429
H 1.55976 -2.99675 -5.52843
H 3.84926 -3.21357 -6.51919
H 5.73528 -1.97660 -5.52102
H 5.34360 -0.48933 -3.55995
S -1.14464 0.96458 -0.32946
C -2.60190 0.29860 0.37045
C -3.67407 1.19430 0.39888
C -4.94946 0.82282 0.79062
C -6.00199 1.78713 0.82049
N -6.84604 2.57030 0.85192
C -5.17980 -0.52192 1.16206
C -4.12581 -1.40877 1.17380
C -2.79737 -1.04074 0.84318
S -1.56683 -2.18737 1.06347
C -6.48732 -0.97748 1.52715
N -7.52933 -1.37056 1.81660
H -3.50132 2.21843 0.08933
H -4.29431 -2.43378 1.47294
Cl -1.69940 8.75619 0.80738
C -0.23248 7.82119 0.66083
C -0.26466 6.52225 0.10377
C 0.90180 5.81782 -0.03421
C 2.17212 6.36198 0.36415
C 3.43915 5.60196 0.11049
C 3.71237 4.53323 1.18167
N 2.73349 3.45701 1.20944
C 1.67294 3.36808 2.07878
C 0.98451 2.25242 1.74329
N 1.62093 1.64520 0.68181
C 2.65981 2.41123 0.37124
O 3.43861 4.92756 -1.15263
C 3.34557 5.87387 -2.20756
C 3.31857 5.15702 -3.51712
C 4.40369 4.92385 -4.30501
Cl 6.01144 5.44427 -4.00509
S 4.02438 4.00964 -5.71134
C 2.37604 3.90768 -5.23736
C 2.15049 4.55119 -4.06666
C 2.14721 7.66919 0.93077
Cl 3.64212 8.39598 1.50522
C 0.99631 8.39037 1.08474
H -1.20794 6.08847 -0.20446
H 0.87679 4.82417 -0.47154
H 4.29471 6.28725 0.14916
H 3.67950 5.03809 2.14181
H 4.70270 4.09075 1.02944
H 1.49676 4.10893 2.83872
H 0.09876 1.82694 2.17772
H 3.36344 2.24483 -0.42855
H 4.19892 6.55985 -2.15817
H 2.42959 6.45890 -2.08909
H 1.67488 3.35245 -5.84047
H 1.18377 4.59173 -3.58198
H 1.02130 9.37988 1.52156
N 1.09977 -0.90546 1.29733
C 1.76897 -1.53419 2.27200
C 1.29843 -2.74675 2.82199
C 2.00943 -3.38279 3.81800
C 3.19800 -2.84866 4.30912
C 3.65909 -1.64408 3.78699
C 2.96277 -0.98484 2.79546
H 0.37188 -3.15079 2.43333
H 1.63440 -4.31679 4.21911
H 3.75769 -3.36386 5.07890
H 4.57989 -1.21340 4.16293
H 3.31841 -0.04900 2.38208

***

Entry 2:
113
Properties=species:S:1:pos:R:3 method="wB97M-V/def2-TZVPD" lumo_energy_ev=-5.07 energy_ha=-3195.30087 charge=+1
C 1.61667 -2.23124 4.58666
C 1.06707 -0.73666 4.28851
N 0.25040 -0.66240 3.04262
C 1.26485 -0.58675 1.91819
C 0.88796 -1.56437 0.69684
C -0.61222 0.52978 3.01801
S -0.17329 1.93423 3.84898
S -2.19547 0.55542 2.06641
C -3.62659 0.94663 3.17748
C -4.52861 -0.37185 3.32968
C -6.04700 -0.03789 3.79623
N -6.89466 -1.28995 3.86000
N -6.95970 -1.78827 5.08390
C -7.70796 -2.95093 5.07548
C -8.43851 -3.64231 3.95365
C -8.30896 -2.99152 2.57965
S -9.12098 -3.67397 1.08969
C -7.43254 -1.74885 2.67512
C -7.15636 -0.97014 1.31003
H 2.52586 -2.47669 3.93934
H 1.94068 -2.33347 5.66841
H 0.78522 -2.99516 4.38464
H 2.00384 -0.08032 4.24804
H 0.47394 -0.45249 5.22951
H 1.34283 0.49646 1.54483
H 2.31088 -0.87513 2.25328
H 0.71898 -2.61886 1.09463
H -0.06094 -1.14934 0.23150
H 1.69363 -1.56263 -0.11963
H -3.21952 1.21795 4.20509
H -4.21689 1.82452 2.77016
H -4.08262 -0.94875 4.21973
H -4.47738 -1.08302 2.44913
H -5.91049 0.40025 4.84954
H -6.52752 0.79591 3.19983
H -7.77444 -3.45996 6.09906
H -9.03138 -4.58080 4.15704
H -8.12490 -4.19057 0.24534
H -7.45222 -1.58668 0.38943
H -7.87473 -0.07358 1.30201
H -6.07735 -0.67185 1.15551
C 6.21760 -4.90166 10.71199
O 4.82029 -5.13847 10.63076
C 4.07895 -4.50926 11.67663
C 3.22536 -3.37014 11.12017
N 4.05534 -2.24075 10.70220
C 3.33532 -1.23428 9.91947
C 2.75199 -1.66907 8.56651
O 3.73177 -1.98006 7.58238
C 4.23656 -3.30553 7.65027
H 6.71145 -5.54845 9.98466
H 6.45501 -3.86487 10.46410
H 6.60180 -5.14448 11.70763
H 4.72447 -4.16662 12.49155
H 3.41019 -5.27234 12.08678
H 2.52516 -3.03514 11.89174
H 2.64741 -3.77172 10.28084
H 4.82448 -2.58651 10.14049
H 4.04316 -0.42062 9.73255
H 2.53348 -0.81694 10.53755
H 2.19749 -0.81287 8.16772
H 2.02084 -2.47955 8.66048
H 3.48878 -4.02060 8.00233
H 5.12528 -3.33820 8.28340
H 4.54789 -3.59957 6.64531
C -1.03801 0.50577 -2.09427
O 0.15922 -0.17067 -2.44011
C -0.01794 -1.14115 -3.47410
C 0.67295 -0.68970 -4.76038
N -0.02743 0.43979 -5.37049
C 0.72277 1.09173 -6.45046
C 2.05950 1.75297 -6.08480
O 1.93407 2.89900 -5.24850
C 1.84037 2.61378 -3.86239
H -0.84458 1.09607 -1.19596
H -1.34720 1.18657 -2.89004
H -1.84310 -0.20399 -1.87519
H -1.07421 -1.37299 -3.64561
H 0.46697 -2.05880 -3.12579
H 0.69471 -1.52376 -5.46863
H 1.70519 -0.42724 -4.50495
H -0.21935 1.13298 -4.65687
H 0.07001 1.86124 -6.86037
H 0.89041 0.36410 -7.25097
H 2.50015 2.11750 -7.01723
H 2.78474 1.04411 -5.67056
H 2.40705 1.72315 -3.57953
H 0.79335 2.51069 -3.56875
H 2.24498 3.46759 -3.31421
C 3.28116 5.81031 -11.30438
O 1.97110 6.29593 -11.05538
C 1.06888 6.06874 -12.13887
C 0.01759 5.02838 -11.75391
N 0.60612 3.69352 -11.64859
C -0.27708 2.70422 -11.02754
C -0.69648 2.94136 -9.56888
O 0.36841 2.83032 -8.63098
C 1.14050 4.01388 -8.47183
H 3.93175 6.17259 -10.50639
H 3.30347 4.71840 -11.29437
H 3.66517 6.18251 -12.25940
H 1.59147 5.79031 -13.05959
H 0.56041 7.01974 -12.32521
H -0.77012 5.01471 -12.51357
H -0.42542 5.34431 -10.80344
H 1.45442 3.74948 -11.09732
H 0.24935 1.74543 -11.07262
H -1.17487 2.59867 -11.64551
H -1.40254 2.14632 -9.30612
H -1.24200 3.88089 -9.43172
H 0.54676 4.92130 -8.60558
H 1.98823 4.00597 -9.16037
H 1.54948 4.01700 -7.45943

***

Entry 3:
14
Properties=species:S:1:pos:R:3 method="wB97M-V/def2-TZVPD" lumo_energy_ev=0.78 energy_ha=-307.49509
C 1.46893 -0.56364 0.69315
C 0.65820 0.47388 -0.05153
O 1.29624 1.48147 -0.58912
C -0.50691 -0.13822 -0.81216
C -1.86380 -0.31582 -0.29469
O -1.53999 0.72473 -1.21324
H 2.09848 -0.97971 -0.10282
H 2.13501 -0.11430 1.43142
H 0.87942 -1.37287 1.13762
H -0.18028 1.07330 0.98867
H 0.29062 1.64490 0.39286
H -0.12890 -0.82787 -1.56933
H -2.11038 0.01818 0.71386
H -2.49342 -1.11263 -0.69195